[1]
C11H20Br4O5 | wB97M-V/def2-TZVPD

Values from the calculation:
* orbital gap: 10.2087 eV
* HOMO: -9.689 eV
* LUMO: 0.519 eV
* 2S+1: 1
* E: -11103.27913 Eh
* relative energy (zero: lowest compared OMol25 entry of this formula, charge and spin): 0.0 kcal per mole

Last column: Löwdin charge in e.
Geometry (Å):
1 C 1.97997 -2.36919 0.89434  -0.1064
2 O 3.08269 -1.50167 0.94869  -0.1737
3 C 2.70761 -0.16202 1.17925  -0.2149
4 C 2.24885 0.60103 -0.06421  -0.1448
5 C 0.74183 0.70305 -0.25766  -0.1553
6 O 0.16072 1.38083 0.86380  0.0437
7 C -1.03872 0.92941 1.28734  -0.5536
8 O -1.93690 1.71311 1.50796  0.1545
9 O -1.14235 -0.40054 1.51545  0.0122
10 C -2.21977 -1.01072 0.77696  -0.2981
11 C -1.72238 -2.10553 -0.23217  -0.2406
12 O -2.44332 -2.65822 -1.02011  -0.0867
13 H 2.34139 -3.37140 0.69842  0.0915
14 H 1.38709 -2.35657 1.80965  0.0958
15 H 1.35422 -2.08159 0.04874  0.0564
16 H 3.61087 0.32961 1.52851  0.1201
17 H 1.98925 -0.06433 1.99575  0.1255
18 H 2.59708 1.62261 0.06367  0.0710
19 H 2.69600 0.20145 -0.97102  0.1132
20 H 0.28559 -0.25637 -0.48173  0.0995
21 H 0.56091 1.33447 -1.12757  0.1312
22 H -2.82588 -0.28381 0.27169  0.0552
23 H -2.90679 -1.51976 1.52401  0.0620
24 H -0.67858 -2.44144 -0.22465  0.1077
25 Br -6.46303 -0.25426 2.82656  0.6136
26 C -6.91488 -0.55162 0.95722  -0.6911
27 C -6.40414 -1.88282 0.47463  -0.6079
28 Br -4.47093 -1.83932 0.15173  1.0273
29 H -6.50692 0.28424 0.39874  0.0517
30 H -8.00149 -0.51740 0.91540  0.0552
31 H -6.85300 -2.13669 -0.48374  0.0588
32 H -6.58574 -2.68722 1.17975  0.0513
33 Br 4.02668 4.14955 -0.89907  0.6281
34 C 5.27913 3.67931 -2.30992  -0.6928
35 C 5.11734 2.24321 -2.73107  -0.6944
36 Br 5.90149 1.02122 -1.43615  0.6265
37 H 6.27263 3.90229 -1.93640  0.0499
38 H 5.04578 4.34661 -3.13650  0.0572
39 H 5.64987 2.05644 -3.66078  0.0565
40 H 4.07778 1.95411 -2.84553  0.0445

[2]
C6H15NO4P2S | wB97M-V/def2-TZVPD

Values from the calculation:
* orbital gap: 10.1483 eV
* HOMO: -9.663 eV
* LUMO: 0.486 eV
* SMILES: CC[C@H]1[C@H]([PH2]=O)[C@H]([PH2]=N)COS1(=O)=O
* 2S+1: 1
* E: -1674.19100 Eh
* relative energy (zero: lowest compared OMol25 entry of this formula, charge and spin): 0.0 kcal per mole

Last column: Löwdin charge in e.
Geometry (Å):
1 C -2.30461 -1.14363 -2.01972  -0.0999
2 C -2.04621 -0.43102 -0.68967  -0.2142
3 C -0.64802 0.17034 -0.42970  -0.3490
4 C 0.29005 -0.66698 0.46604  -0.4075
5 P -0.36308 -1.31087 2.06357  0.7088
6 O -0.14974 -2.77174 2.15798  -0.4279
7 C 1.61986 0.06629 0.71702  -0.4378
8 P 1.37025 1.61930 1.67776  0.7589
9 N -0.04023 1.75228 2.35845  -0.2993
10 C 2.35972 0.37861 -0.57489  -0.2254
11 O 1.54209 1.19852 -1.42638  -0.2401
12 S 0.22612 0.45499 -1.96833  0.6352
13 O -0.45281 1.42467 -2.75275  -0.2316
14 O 0.64238 -0.79298 -2.52355  -0.2454
15 H -2.30729 -0.45370 -2.85934  0.0713
16 H -3.29263 -1.60088 -1.96950  0.0797
17 H -1.59075 -1.94318 -2.20096  0.0753
18 H -2.76429 0.38331 -0.59783  0.1195
19 H -2.28101 -1.13757 0.10277  0.0832
20 H -0.75523 1.17019 -0.01577  0.1048
21 H 0.51009 -1.58366 -0.08888  0.1288
22 H 0.29959 -0.59238 3.06145  0.0004
23 H -1.69251 -0.87926 2.17225  0.0212
24 H 2.27344 -0.57974 1.31146  0.1232
25 H 1.71343 2.66407 0.80728  0.0234
26 H 2.45065 1.57028 2.57637  0.0065
27 H -0.52213 2.60789 2.11850  -0.0193
28 H 2.65130 -0.52863 -1.10221  0.1305
29 H 3.26158 0.95547 -0.37142  0.1269

[3]
C3H3ClOS | wB97M-V/def2-TZVPD

Values from the calculation:
* orbital gap: 10.2292 eV
* HOMO: -9.549 eV
* LUMO: 0.680 eV
* 2S+1: 1
* E: -1049.60933 Eh
* relative energy (zero: lowest compared OMol25 entry of this formula, charge and spin): 65.9 kcal per mole

Last column: Löwdin charge in e.
Geometry (Å):
1 C 0.01317 -0.20823 0.50462  -0.1891
2 C -0.30180 -0.17398 -0.90977  -0.2682
3 C 0.33261 -1.40083 -0.29332  -0.9237
4 O -1.04291 -2.40210 -2.36622  -0.5193
5 S -1.26732 -1.78334 -1.07233  0.9673
6 Cl 1.74620 -2.45000 -0.24534  0.6358
7 H 0.97174 0.37594 0.66745  0.1383
8 H -0.61147 -0.04830 1.32055  0.0796
9 H -0.11529 0.41804 -1.70658  0.0794

[4]
C46H58ClCsI2N4O9PSb | wB97M-V/def2-TZVPD

Values from the calculation:
* orbital gap: 6.9885 eV
* HOMO: -3.622 eV
* LUMO: 3.367 eV
* 2S+1: 1
* charge: -2
* E: -4341.45367 Eh
* relative energy (zero: lowest compared OMol25 entry of this formula, charge and spin): 1.0 kcal per mole

Last column: Löwdin charge in e.
Geometry (Å):
1 Cs -0.73173 -1.12464 -0.62825  0.9540
2 O 0.60077 0.22019 -4.22441  0.0707
3 C -0.42186 0.25903 -5.05473  -0.4888
4 O -0.42310 -0.18435 -6.18260  0.0802
5 C -1.63579 0.90722 -4.43287  -0.1849
6 C -2.63296 1.42205 -5.24506  -0.0088
7 C -3.72551 2.02162 -4.63472  -0.0573
8 C -3.77776 2.08180 -3.25379  0.0012
9 C -2.72313 1.53869 -2.52214  -0.1710
10 N -1.67963 0.95513 -3.10233  0.1647
11 C -2.72774 1.66405 -0.98515  -0.6679
12 O -3.78121 2.06831 -0.46822  -0.0063
13 O -1.64255 1.37370 -0.41873  -0.3507
14 H 1.35357 -0.35766 -4.54336  0.0574
15 H -2.53922 1.34000 -6.31895  0.1119
16 H -4.52452 2.43734 -5.23717  0.0998
17 H -4.59787 2.52792 -2.71016  0.1106
18 Cl -0.02327 -0.70008 2.65438  0.6788
19 C -1.00872 -1.16053 4.01077  -0.6241
20 C -0.65838 -0.64632 5.25023  -0.1030
21 C -1.40075 -0.99662 6.36431  -0.0885
22 C -2.48294 -1.85589 6.23347  -0.0882
23 C -2.81945 -2.35526 4.98611  -0.0770
24 C -2.09473 -2.01612 3.84303  -0.3687
25 P -2.50779 -2.66785 2.17168  1.0390
26 C -3.92856 -1.62259 1.69460  -0.3826
27 C -4.54088 -1.95406 0.48078  -0.1175
28 C -5.58277 -1.18902 -0.01474  -0.0775
29 C -6.01153 -0.06734 0.68346  -0.0956
30 C -5.39947 0.27619 1.87654  -0.0891
31 C -4.36282 -0.49684 2.38460  -0.0791
32 C -3.31535 -4.24920 2.61154  -0.3915
33 C -2.47174 -5.35706 2.70998  -0.1150
34 C -2.99269 -6.59965 3.03801  -0.0789
35 C -4.35634 -6.75160 3.25039  -0.1011
36 C -5.20103 -5.65703 3.13600  -0.0955
37 C -4.68258 -4.40902 2.81860  -0.0974
38 H 0.19130 0.01760 5.32784  0.1034
39 H -1.12724 -0.60074 7.33424  0.0990
40 H -3.06364 -2.13929 7.10234  0.0967
41 H -3.66005 -3.03089 4.88857  0.1014
42 H -4.20150 -2.82654 -0.07122  0.0582
43 H -6.04475 -1.45688 -0.95684  0.1036
44 H -6.79847 0.55600 0.27845  0.0992
45 H -5.70832 1.16887 2.40650  0.1046
46 H -3.87117 -0.19553 3.30038  0.1011
47 H -1.41298 -5.24442 2.49686  0.0772
48 H -2.33271 -7.45570 3.10171  0.1028
49 H -4.76352 -7.72779 3.48499  0.0933
50 H -6.26791 -5.77641 3.28177  0.0952
51 H -5.34489 -3.55714 2.71828  0.1044
52 N 2.66646 -1.29627 -4.14340  -0.0061
53 C 2.70349 -2.54894 -4.91437  -0.2495
54 C 2.72447 -3.75973 -3.98370  -0.2744
55 N 1.56206 -3.66501 -3.12375  0.0177
56 H 3.60794 -0.99669 -3.91537  0.0912
57 H 2.22694 -1.54019 -3.25095  0.0671
58 H 3.56299 -2.54438 -5.58777  0.1062
59 H 1.80489 -2.59857 -5.53713  0.1060
60 H 3.61973 -3.70954 -3.35819  0.1151
61 H 2.78593 -4.68760 -4.56903  0.1009
62 H 1.64985 -4.06739 -2.20293  0.0484
63 H 0.71562 -4.01735 -3.54959  0.0751
64 O 6.73717 -2.80302 1.64202  -0.0696
65 C 5.71909 -3.50509 1.81379  -0.6999
66 O 5.57040 -4.56066 2.45549  -0.0532
67 C 4.43968 -2.97071 1.11619  -0.0963
68 C 4.47510 -1.79426 0.37984  -0.0080
69 C 3.32187 -1.35715 -0.24910  -0.1620
70 N 2.16430 -2.01333 -0.21808  0.0224
71 C 2.12712 -3.14591 0.49498  -0.2156
72 C 3.22525 -3.64366 1.18629  0.0588
73 C 0.83462 -3.95757 0.50118  -0.6702
74 O 0.56272 -4.67909 1.44810  0.0147
75 O 0.13405 -3.81973 -0.58240  -0.6558
76 H 5.40870 -1.24990 0.31856  0.1081
77 H 3.31119 -0.42523 -0.80863  0.0727
78 H 3.14893 -4.55336 1.76452  0.1230
79 C 1.39553 3.12771 2.51930  -0.1301
80 C 2.54471 3.00741 1.51759  -0.7111
81 C 3.21591 1.64972 1.73352  -0.1417
82 C 3.55741 4.11843 1.77583  -0.1182
83 Sb 1.64682 2.91824 -0.50518  1.6304
84 C 3.37489 3.37238 -1.83359  -0.7121
85 C 4.47516 2.35459 -1.53747  -0.1342
86 C 3.96863 4.77443 -1.75758  -0.1228
87 C 2.87255 3.10821 -3.25461  -0.1436
88 C 0.49409 4.81036 -0.60107  -0.7004
89 C 1.17345 6.05221 -0.03309  -0.1206
90 C -0.81660 4.57477 0.15129  -0.1255
91 C 0.14327 5.04250 -2.07164  -0.1361
92 H 1.78171 2.95042 3.53170  0.0843
93 H 0.60282 2.39577 2.34267  0.0562
94 H 0.94129 4.11905 2.51260  0.0607
95 H 3.60790 1.59002 2.75649  0.0896
96 H 4.05238 1.47680 1.05488  0.0543
97 H 2.51332 0.82362 1.60640  0.0489
98 H 3.88889 4.06858 2.82196  0.0816
99 H 3.13896 5.11193 1.61013  0.0537
100 H 4.44763 4.01725 1.15518  0.0573
101 H 4.93989 2.50595 -0.56413  0.0605
102 H 5.26538 2.44130 -2.29518  0.0830
103 H 4.10276 1.32884 -1.57503  0.0494
104 H 4.32029 5.02185 -0.75477  0.0586
105 H 3.25724 5.53996 -2.06670  0.0547
106 H 4.83120 4.84180 -2.43584  0.0794
107 H 2.45043 2.10645 -3.35659  0.0571
108 H 3.70702 3.19735 -3.96363  0.0814
109 H 2.10129 3.81622 -3.56179  0.0542
110 H 1.32496 5.97146 1.04352  0.0582
111 H 0.52328 6.92225 -0.20131  0.0798
112 H 2.13643 6.26497 -0.49678  0.0512
113 H -0.67566 4.35803 1.20965  0.0572
114 H -1.37896 3.74131 -0.26509  0.0522
115 H -1.43805 5.47761 0.07643  0.0867
116 H 1.00737 5.33324 -2.67029  0.0524
117 H -0.59458 5.85243 -2.14311  0.0812
118 H -0.30389 4.15249 -2.52378  0.0744
119 I -1.83964 -4.89657 -0.94237  0.5410
120 I -4.33637 -6.07933 -1.50479  -0.2031
121 O -2.33528 2.09949 2.22143  -0.0972
122 H -3.17526 2.30607 1.78690  0.0119
123 H -1.86331 1.73717 1.44638  -0.0139

[5]
C3H6O2 | wB97M-V/def2-TZVPD

Values from the calculation:
* orbital gap (alpha / beta): 8.1732 / 9.1533 eV
* HOMO (alpha / beta): -7.122 / -10.715 eV
* LUMO (alpha / beta): 1.051 / -1.561 eV
* expectation value of S²: 2.004
* 2S+1: 3
* E: -268.09658 Eh
* relative energy (zero: lowest compared OMol25 entry of this formula, charge and spin): 71.8 kcal per mole

Last column: Löwdin spin population.
Geometry (Å):
1 C -0.12006 0.54853 1.35215  0.1020
2 C 0.23757 0.36280 0.00972  0.7414
3 C -0.23295 -0.35713 -1.21451  0.0800
4 O 0.95111 -0.26293 0.99840  0.2012
5 O -0.57110 -1.68536 -0.72374  0.0610
6 H 0.19926 1.59230 1.86581  0.0210
7 H -1.04027 0.08043 1.86185  0.0051
8 H 0.98173 2.12751 -0.48939  0.7770
9 H 0.53019 -0.62307 -1.88379  0.0068
10 H -1.13719 0.01955 -1.57119  0.0010
11 H 0.20170 -1.80263 -0.20530  0.0037

[6]
C12H35CdN3O5 | wB97M-V/def2-TZVPD

Values from the calculation:
* orbital gap: 7.6863 eV
* HOMO: -7.192 eV
* LUMO: 0.494 eV
* 2S+1: 1
* E: -1186.26043 Eh
* relative energy (zero: lowest compared OMol25 entry of this formula, charge and spin): 64.6 kcal per mole

Last column: Löwdin charge in e.
Geometry (Å):
1 Cd -0.96490 0.57848 -1.05364  1.2397
2 O -1.34697 -0.05497 -2.87896  -0.5155
3 H -1.10654 0.55848 -3.60036  -0.0882
4 O -2.64123 1.31193 -0.36927  -0.5247
5 H -3.05262 2.15715 -0.10302  -0.0651
6 C -0.83620 3.29441 1.27563  -0.0653
7 C 0.09240 2.18964 1.74036  -0.4514
8 C -0.00048 1.96106 3.24303  -0.1428
9 O 0.93582 0.86093 3.59606  -0.2116
10 C 0.93000 0.55056 4.98105  -0.1146
11 N -0.24489 1.03339 0.99832  -0.0309
12 H -0.57843 4.27202 1.68298  0.0828
13 H -1.88401 3.17091 1.54935  0.0787
14 H -0.78632 3.29800 0.18678  0.0540
15 H 1.07341 2.56082 1.44379  0.1389
16 H -1.00739 1.77168 3.61501  0.1293
17 H 0.29593 2.86219 3.77987  0.1221
18 H -0.07786 0.19355 5.19285  0.0833
19 H 1.13031 1.44003 5.57838  0.0823
20 H 1.64136 -0.22899 5.25381  0.0863
21 H 0.20143 0.29672 1.52577  0.0801
22 H -1.21275 0.93674 1.27035  0.0583
23 C 3.24987 0.35950 -2.16142  -0.0578
24 C 1.95017 0.93449 -1.51768  -0.3550
25 C 1.21770 1.83405 -2.58533  -0.1708
26 O 0.03763 2.33159 -1.92161  -0.3217
27 C -0.67126 3.20628 -2.77435  -0.1035
28 N 1.06525 -0.23081 -1.29467  -0.0513
29 H 3.03855 -0.19351 -3.07664  0.0794
30 H 3.75236 -0.36520 -1.52079  0.0751
31 H 3.97121 1.11334 -2.47685  0.0739
32 H 2.07582 1.47397 -0.57892  0.1305
33 H 0.93752 1.19287 -3.42108  0.1178
34 H 1.85271 2.65046 -2.92932  0.1255
35 H -1.34879 2.72422 -3.47910  0.0923
36 H -0.00053 3.83668 -3.35814  0.0861
37 H -1.19374 3.92478 -2.14277  0.0912
38 H 1.58842 -0.74497 -0.60039  0.0703
39 H 1.16621 -0.85169 -2.08486  0.0801
40 C -2.49011 -3.44093 0.62376  -0.0483
41 C -1.29323 -2.50688 0.43943  -0.4082
42 C -0.20442 -3.23935 -0.28891  -0.1829
43 O 0.13522 -4.54130 0.22015  -0.1778
44 C 1.18836 -5.10081 -0.42978  -0.1632
45 N -1.67662 -1.31062 -0.30151  -0.0326
46 H -2.94801 -3.64806 -0.34346  0.0894
47 H -3.26214 -3.01169 1.26239  0.0814
48 H -2.19797 -4.38901 1.07533  0.0775
49 H -0.95313 -2.25894 1.44489  0.1392
50 H 0.77121 -2.75360 -0.27156  0.0996
51 H -0.44039 -3.37789 -1.34401  0.1359
52 H 1.03960 -5.25928 -1.49788  0.0913
53 H 1.44315 -6.08555 -0.03804  0.0918
54 H 2.09712 -4.51803 -0.27934  0.0846
55 H -1.82975 -1.62590 -1.24875  0.0590
56 H -2.62804 -1.14290 -0.00695  0.0757

- Which formula does entry 3 have?
  C3H3ClOS

- Look up the 2S+1 of the third one.
  1

- Among the records above, which one has the lowest E?
  C11H20Br4O5